# C5H9NO

A single C5H9NO molecule (wB97M-V/def2-TZVPD, the OMol25 dataset).

Geometry as ORCA input:
```
! RIJCOSX wB97M-V def2-TZVPD def2/J DEFGRID3
* xyz 0 1
C 0.3785 -0.0157 -1.7513
C -0.1555 -0.8478 -0.5826
C 0.8923 -1.1849 0.5169
C 0.3405 -0.0442 1.4148
C -0.7649 0.1289 0.4023
N -1.6197 1.0293 0.1619
O -1.6163 1.9850 1.1877
H 1.2131 -0.4957 -2.2701
H 0.7242 0.9546 -1.3744
H -0.4234 0.1920 -2.4661
H -0.7568 -1.6944 -0.9300
H 0.7382 -2.1739 0.9580
H 1.9356 -1.0926 0.2036
H 0.9609 0.8575 1.4674
H 0.0485 -0.3151 2.4324
H -1.8704 2.7795 0.7022
*
```

Output
Orbital gap   10.6 eV
HOMO energy   -9.5030 eV
SMILES string   C[C@H]1CC/C1=N\O
DFT total energy   -8866.07957 eV
LUMO   1.065 eV